Density functional theory data (ωB97M-V/def2-TZVPD) for a gas-phase ion, C5H8Cl2N3 (charge +1).

Element x y z (Å)
Cl 2.080 -2.117 0.392
Cl 3.068 0.831 -0.214
N -0.802 1.197 -0.020
N 0.991 2.732 0.437
N -0.299 -1.122 -0.334
C 0.968 -0.894 0.007
C -1.171 -0.017 -0.705
C 1.410 0.445 -0.185
C -0.987 -2.313 0.130
C 0.525 1.520 0.004
H -1.465 1.901 0.368
H -2.074 -0.478 -0.415
H -1.466 -2.191 1.105
H 0.520 3.418 0.944
H 1.927 2.744 0.647
H -1.162 0.032 -1.776
H -1.768 -2.644 -0.598
H -0.297 -3.046 0.214

- lowest unoccupied orbital energy (eV) = -4.10
- charge = +1
- DFT total energy (Eh) = -1279.71840
- maximum force (eV/Å) = 3.44
- energy relative to the best compared isomer or geometry (same formula, charge and spin) (eV) = 0.000
- HOMO level (eV) = -12.58



Density functional theory data (ωB97M-V/def2-TZVPD) for a molecular structure, C36H100AsF6N7O7.

Element x y z (Å)
As -0.358 -0.398 -0.257
F 0.804 -1.540 -0.925
F -1.576 0.628 0.461
F -0.858 -1.748 0.787
F 0.235 0.886 -1.342
F 0.773 0.151 0.957
F -1.500 -1.001 -1.467
O -6.062 3.794 3.521
O 1.133 1.807 5.378
O 0.565 -3.554 4.353
O -0.534 0.297 -5.949
O -3.982 -1.881 -4.493
O 6.113 0.522 -1.218
O 2.891 -3.962 -3.797
N 0.287 1.953 -3.932
N -1.857 -3.583 2.806
N -6.195 -3.271 -3.411
N -5.135 3.276 0.528
N 4.445 2.126 0.734
N 4.809 -5.222 -5.437
N 2.287 1.412 7.989
C 5.095 2.987 -0.334
C 3.608 3.132 6.750
C 2.470 0.806 -3.751
C 0.156 1.926 4.355
C 3.843 -6.020 -4.576
C 0.605 -0.098 -5.258
C 5.296 2.138 1.964
C 6.923 -0.348 -1.980
C -3.027 -0.922 -4.001
C 3.002 -2.828 -2.973
C -6.739 4.220 2.369
C 1.056 2.870 6.336
C -5.771 4.490 1.254
C -6.181 2.221 0.226
C 2.212 3.105 -0.054
C 5.177 4.489 -0.020
C -0.965 -0.629 -6.968
C 1.813 -3.048 3.930
C -4.129 2.598 1.431
C -4.481 3.769 -0.744
C -0.404 -2.544 4.499
C -5.670 1.021 -0.577
C 4.574 -7.288 -4.187
C -3.312 4.727 -0.511
C -2.384 -4.097 5.215
C -3.839 -3.204 -4.028
C 2.239 2.800 7.306
C 4.222 0.693 0.270
C -4.790 -3.454 -2.854
C 5.528 -0.028 -0.088
C 3.096 2.724 1.131
C -4.638 -4.836 -2.274
C -6.943 3.482 4.595
C 1.311 1.110 -4.700
C -1.830 -3.070 4.242
C 3.509 -5.168 -3.338
H -2.820 -3.441 -3.715
H -2.538 4.554 -1.257
H -3.317 -0.547 -3.018
H -2.421 -2.153 4.233
H 4.200 -7.734 -3.265
H -6.384 -2.304 -3.698
H 3.252 3.608 1.748
H -0.274 -1.627 3.918
H 4.504 -8.065 -4.949
H 4.599 2.742 -1.272
H -7.624 2.674 4.309
H -0.287 2.504 -4.578
H 0.070 2.966 6.808
H -3.223 -0.056 -4.637
H 2.410 -3.875 3.542
H -6.976 -3.455 -2.766
H 5.265 3.104 2.455
H 6.183 4.751 -0.349
H -1.675 -2.844 2.105
H -3.577 -4.937 -2.031
H -0.446 2.832 4.445
H -6.482 0.307 -0.714
H 1.296 -0.680 -5.882
H -5.274 4.110 -1.405
H -7.450 3.433 2.086
H 2.902 -6.125 -5.109
H -5.361 1.357 -1.564
H 3.552 4.106 6.269
H 5.636 -7.147 -3.966
H 2.791 -5.675 -2.692
H -0.527 1.084 4.229
H 3.884 2.387 6.003
H -5.312 -5.052 -1.445
H 2.349 -2.559 4.745
H -6.935 2.695 -0.403
H 2.402 0.691 7.279
H -4.671 2.002 2.161
H -2.801 -3.909 2.601
H 0.628 2.011 3.370
H 3.898 -2.238 -3.214
H 7.563 0.196 -2.667
H 6.350 1.874 1.867
H -4.060 2.849 -1.150
H 0.381 -0.817 -4.447
H 3.545 0.702 -0.579
H -1.985 -1.213 -4.098
H 3.029 1.725 -3.580
H -0.205 -0.775 -7.735
H -4.876 0.453 -0.089
H -3.344 -4.490 4.886
H 6.386 -1.218 -2.366
H 5.690 -5.138 -4.915
H -4.124 -3.845 -4.866
H 1.896 3.520 8.052
H 5.193 -5.772 -6.220
H 2.184 2.308 -0.798
H 1.369 1.267 8.411
H 1.642 1.806 -5.471
H 0.795 2.710 -3.469
H -2.814 4.546 0.437
H -2.612 -3.455 6.071
H 1.809 -2.387 3.053
H 4.420 5.084 -0.516
H 5.232 -1.069 -0.278
H 2.127 0.377 -2.808
H 4.917 1.328 2.592
H 4.398 -4.888 -2.762
H -1.908 -0.234 -7.323
H -4.892 5.070 1.517
H -6.357 4.890 0.424
H -0.201 1.336 -3.281
H 6.098 2.600 -0.487
H 3.069 1.553 8.628
H -6.443 -3.879 -4.202
H 2.609 1.989 1.771
H -1.662 -4.838 5.545
H -7.511 4.358 4.914
H -7.315 5.135 2.544
H 5.239 4.716 1.044
H 3.816 0.201 1.151
H -3.574 3.349 1.985
H 4.470 -4.337 -5.812
H 1.070 3.802 5.756
H -3.445 1.944 0.889
H 2.210 -2.094 -3.122
H 3.115 0.057 -4.208
H -0.399 -2.304 5.570
H -6.329 3.139 5.424
H 1.187 3.291 0.257
H 7.673 -0.827 -1.329
H -4.651 -2.645 -2.139
H 6.180 -0.002 0.794
H -6.604 1.920 1.177
H -3.688 5.742 -0.619
H 4.326 3.166 7.570
H -1.129 -4.275 2.611
H -1.116 -1.602 -6.485
H 2.618 3.957 -0.591
H -4.758 -5.699 -2.938
H 3.035 -3.070 -1.907

- lowest unoccupied orbital energy (eV) = -11.16
- charge = +6
- DFT total energy (Eh) = -5174.35245
- maximum force (eV/Å) = 2.31
- energy relative to the best compared isomer or geometry (same formula, charge and spin) (eV) = 0.000
- HOMO level (eV) = -20.04